No. 1
{
  "formula": "C2F3NO3",
  "method": "the ωB97M-V functional and the def2-TZVPD basis",
  "mol_weight_g_mol": 143.020,
  "multiplicity": 3,
  "homo_lumo_gap_ev": [7.0, 6.9],
  "total_energy_ha": -655.83442,
  "species": ["C", "C", "N", "O", "O", "O", "F", "F", "F"],
  "positions_angstrom": [[-1.611, 0.029, 0.659], [0.824, -0.316, 1.260], [-0.362, -0.024, 1.196], [-2.504, -0.732, 0.652], [1.899, -0.645, 1.438], [1.255, 0.290, -1.285], [-1.874, 1.322, 0.217], [1.794, 0.850, -2.350], [0.579, -0.774, -1.787]]
}


No. 2
{
  "formula": "C2F6GaNO4S2",
  "method": "the ωB97M-V functional and the def2-TZVPD basis",
  "mol_weight_g_mol": 349.870,
  "de_lowest_ev": 1.665,
  "homo_lumo_gap_ev": 8.1,
  "total_energy_ha": -3752.15831,
  "species": ["O", "Ga", "N", "S", "O", "C", "F", "F", "F", "S", "O", "O", "C", "F", "F", "F"],
  "positions_angstrom": [[0.138, -3.526, 0.138], [0.978, -2.130, -0.219], [-0.322, 1.110, 0.276], [-1.331, -0.205, 0.689], [-2.729, 0.254, 0.954], [-0.621, -0.456, 2.405], [-0.701, 0.642, 3.137], [0.644, -0.835, 2.309], [-1.322, -1.417, 2.992], [0.923, 0.907, -0.647], [1.507, -0.474, -0.612], [1.896, 1.976, -0.496], [0.340, 1.019, -2.419], [-0.571, 0.086, -2.641], [-0.193, 2.208, -2.631], [1.363, 0.842, -3.234]]
}


No. 3
{
  "formula": "C2F6N2O",
  "method": "the ωB97M-V functional and the def2-TZVPD basis",
  "mol_weight_g_mol": 182.023,
  "de_lowest_ev": 1.119,
  "homo_lumo_gap_ev": 11.3,
  "total_energy_ha": -860.02787,
  "species": ["C", "C", "N", "N", "O", "F", "F", "F", "F", "F", "F"],
  "positions_angstrom": [[-1.024, -1.319, -1.280], [1.062, 1.362, 1.067], [-0.018, 0.237, -0.821], [0.204, 0.141, 0.399], [-0.263, -0.597, 1.222], [-2.316, -1.044, -1.073], [-0.848, -1.306, -2.614], [-0.627, -2.388, -0.747], [1.515, 2.305, 0.236], [2.072, 0.702, 1.702], [0.243, 1.907, 1.908]]
}


No. 4
{
  "formula": "C2FO4S",
  "method": "the ωB97M-V functional and the def2-TZVPD basis",
  "mol_weight_g_mol": 139.083,
  "charge": -1,
  "de_lowest_ev": 1.930,
  "homo_lumo_gap_ev": 7.5,
  "total_energy_ha": -875.19669,
  "species": ["C", "C", "O", "O", "O", "O", "F", "S"],
  "positions_angstrom": [[-1.442, -0.166, -0.191], [0.452, 0.482, 0.406], [-1.796, 0.137, -1.275], [-1.706, -0.614, 0.884], [2.090, -1.641, -0.652], [1.470, 0.328, 1.302], [0.112, 1.830, -0.093], [2.140, -0.133, -0.446]]
}


No. 5
{
  "formula": "C2FORb",
  "method": "the ωB97M-V functional and the def2-TZVPD basis",
  "mol_weight_g_mol": 144.487,
  "de_lowest_ev": 1.491,
  "homo_lumo_gap_ev": 4.3,
  "total_energy_ha": -275.21305,
  "species": ["C", "C", "O", "F", "Rb"],
  "positions_angstrom": [[1.682, 0.873, 0.777], [0.432, 0.648, 0.297], [0.156, -0.399, -0.355], [-0.292, 1.773, 0.001], [-1.978, -2.896, -0.720]]
}


No. 6
{
  "formula": "C2H10ClNNbO3P2S",
  "method": "the ωB97M-V functional and the def2-TZVPD basis",
  "mol_weight_g_mol": 318.480,
  "charge": -1,
  "homo_lumo_gap_ev": 6.3,
  "total_energy_ha": -1960.71934,
  "species": ["N", "C", "C", "Nb", "P", "O", "Cl", "P", "O", "O", "S", "H", "H", "H", "H", "H", "H", "H", "H", "H", "H"],
  "positions_angstrom": [[1.383, 3.059, 1.192], [1.145, 2.742, -0.011], [-0.059, 2.073, -0.532], [0.152, -0.171, -0.391], [1.233, -2.494, -0.669], [2.723, -2.353, -1.294], [1.598, -3.313, 1.223], [-2.041, -1.061, 0.731], [-1.987, -2.491, 1.434], [-3.210, -1.301, -0.379], [-2.671, 0.249, 2.025], [0.610, 2.762, 1.784], [1.907, 2.974, -0.740], [-0.216, 2.359, -1.562], [-0.900, 2.376, 0.075], [0.916, -0.096, 1.270], [1.799, 0.186, -1.100], [-0.569, -0.430, -2.081], [3.046, -1.488, -1.042], [-1.534, -3.126, 0.879], [-3.324, -0.457, -0.812]]
}


- What is the formula in the fifth record?
  C2FORb